{"formula": "C7H7N3S2", "method": "wB97M-V/def2-TZVPD", "symbols": ["C", "C", "C", "C", "C", "C", "C", "N", "N", "N", "S", "S", "H", "H", "H", "H", "H", "H", "H"], "positions_angstrom": [[-2.090, -1.129, 0.960], [-1.560, 0.178, 0.690], [-2.025, -2.008, -0.088], [-1.042, -0.460, -1.500], [-0.852, 0.494, -0.488], [2.695, 0.074, 0.249], [1.039, 2.061, -0.313], [-1.542, -1.681, -1.314], [-0.127, 1.673, -0.547], [2.244, 1.307, -0.115], [4.187, -0.389, -0.283], [1.977, -1.107, 1.339], [-2.753, -1.337, 1.778], [-1.863, 1.114, 1.285], [-2.365, -3.000, 0.089], [-1.005, -0.316, -2.592], [1.318, 3.146, -0.315], [0.771, -0.540, 1.543], [2.993, 1.919, -0.377]], "nbo_charge": [-0.273, -0.217, 0.011, 0.003, 0.081, -0.090, 0.340, -0.399, -0.444, -0.651, -0.094, 0.138, 0.229, 0.234, 0.193, 0.214, 0.186, 0.122, 0.417], "lumo_energy_ev": -0.3418, "orbital_gap_ev": 8.3898, "e_tot_ha": -1231.5118, "multiplicity": 1, "relative_energy_kcal_mol": 42.1}

{"formula": "C34H70ClINO11", "method": "wB97M-V/def2-TZVPD", "symbols": ["C", "C", "O", "N", "C", "C", "C", "C", "C", "C", "C", "C", "O", "C", "I", "O", "C", "O", "C", "Cl", "C", "O", "O", "H", "H", "H", "H", "H", "H", "H", "H", "H", "H", "H", "H", "H", "H", "H", "H", "H", "H", "H", "H", "C", "C", "O", "C", "C", "H", "H", "H", "H", "H", "H", "H", "H", "H", "H", "C", "C", "O", "C", "C", "H", "H", "H", "H", "H", "H", "H", "H", "H", "H", "C", "C", "O", "C", "C", "H", "H", "H", "H", "H", "H", "H", "H", "H", "H", "C", "C", "O", "C", "C", "H", "H", "H", "H", "H", "H", "H", "H", "H", "H", "C", "C", "O", "C", "C", "H", "H", "H", "H", "H", "H", "H", "H", "H", "H"], "positions_angstrom": [[7.646, 6.995, 0.321], [6.992, 5.971, -0.579], [7.271, 4.795, -0.495], [6.032, 6.431, -1.462], [6.178, 7.821, -1.886], [5.802, 5.497, -2.586], [4.649, 4.545, -2.312], [3.299, 5.278, -2.206], [2.224, 4.539, -3.003], [0.791, 5.129, -3.000], [0.826, 6.498, -3.693], [-0.450, 7.007, -4.385], [-0.779, 8.326, -3.961], [-0.146, 4.060, -3.598], [0.535, 3.021, -5.371], [-0.320, 3.088, -2.578], [0.037, 3.637, -1.347], [0.177, 2.934, -0.391], [0.187, 5.144, -1.568], [-1.587, 5.657, -1.637], [0.850, 6.066, -0.464], [0.598, 7.263, -0.607], [1.517, 5.450, 0.377], [6.895, 7.498, 0.931], [8.329, 6.458, 0.972], [8.198, 7.749, -0.242], [6.092, 8.491, -1.032], [5.363, 8.057, -2.565], [7.134, 8.012, -2.389], [6.718, 4.940, -2.793], [5.561, 6.090, -3.470], [4.846, 3.987, -1.397], [4.613, 3.815, -3.129], [3.419, 6.278, -2.638], [3.002, 5.376, -1.166], [2.536, 4.553, -4.050], [2.213, 3.492, -2.686], [1.656, 6.503, -4.404], [1.056, 7.242, -2.928], [-0.310, 7.072, -5.464], [-1.292, 6.349, -4.183], [-1.321, 8.252, -3.170], [-1.115, 4.422, -3.912], [-0.630, 4.308, 2.467], [0.426, 3.469, 3.153], [-0.010, 2.823, 4.352], [-1.104, 1.947, 4.187], [-0.851, 0.821, 3.197], [-1.030, 5.066, 3.145], [-0.173, 4.801, 1.611], [-1.463, 3.703, 2.102], [1.261, 4.099, 3.459], [0.828, 2.733, 2.451], [-2.005, 2.500, 3.895], [-1.290, 1.534, 5.181], [-0.709, 1.197, 2.183], [-1.703, 0.138, 3.182], [0.043, 0.259, 3.474], [0.426, -3.413, 2.711], [-0.469, -3.908, 1.590], [-1.421, -4.883, 1.988], [-2.353, -4.462, 2.968], [-3.214, -3.285, 2.540], [0.939, -4.244, 3.196], [1.177, -2.730, 2.314], [-0.139, -2.874, 3.473], [0.135, -4.400, 0.828], [-0.970, -3.066, 1.098], [-1.845, -4.235, 3.912], [-2.982, -5.335, 3.145], [-2.629, -2.376, 2.399], [-3.964, -3.078, 3.306], [-3.727, -3.508, 1.603], [-1.478, -2.230, -2.401], [-2.994, -2.294, -2.362], [-3.586, -2.869, -3.516], [-3.210, -4.205, -3.796], [-3.546, -5.191, -2.690], [-1.135, -1.691, -3.285], [-1.112, -1.709, -1.515], [-1.029, -3.225, -2.411], [-3.405, -1.287, -2.307], [-3.326, -2.823, -1.460], [-2.144, -4.263, -4.043], [-3.761, -4.463, -4.702], [-2.978, -4.998, -1.779], [-3.315, -6.206, -3.013], [-4.608, -5.144, -2.441], [5.883, -3.711, 5.107], [4.365, -3.778, 5.096], [3.819, -4.348, 3.921], [4.195, -5.682, 3.640], [3.793, -6.679, 4.715], [6.246, -3.179, 4.226], [6.222, -3.182, 5.998], [6.339, -4.702, 5.117], [3.951, -2.771, 5.133], [4.000, -4.304, 5.987], [5.271, -5.749, 3.442], [3.685, -5.922, 2.707], [4.318, -6.503, 5.655], [4.032, -7.692, 4.387], [2.721, -6.620, 4.908], [-8.554, -5.257, -0.784], [-8.086, -6.070, -1.979], [-7.106, -7.045, -1.667], [-7.491, -8.041, -0.739], [-8.671, -8.886, -1.189], [-7.704, -4.791, -0.284], [-9.235, -4.473, -1.116], [-9.085, -5.868, -0.052], [-7.603, -5.415, -2.703], [-8.942, -6.530, -2.487], [-7.693, -7.599, 0.243], [-6.608, -8.671, -0.628], [-9.589, -8.302, -1.266], [-8.848, -9.686, -0.468], [-8.471, -9.334, -2.163]], "lowdin_charge": [-0.010, -0.513, 0.060, -0.087, -0.069, -0.179, -0.164, -0.157, -0.185, -0.430, -0.102, -0.263, -0.075, -0.688, 0.859, -0.086, -0.464, 0.154, -0.434, 0.771, -0.744, -0.026, -0.019, 0.090, 0.080, 0.073, 0.083, 0.084, 0.094, 0.116, 0.115, 0.117, 0.113, 0.111, 0.096, 0.065, 0.124, 0.116, 0.117, 0.114, 0.067, 0.070, 0.045, -0.076, -0.260, -0.168, -0.298, -0.080, 0.082, 0.046, 0.068, 0.121, 0.105, 0.105, 0.111, 0.065, 0.063, 0.076, -0.071, -0.278, -0.163, -0.285, -0.074, 0.072, 0.083, 0.064, 0.117, 0.101, 0.106, 0.115, 0.057, 0.076, 0.075, -0.074, -0.278, -0.161, -0.285, -0.074, 0.083, 0.075, 0.064, 0.120, 0.100, 0.106, 0.115, 0.064, 0.077, 0.072, -0.081, -0.280, -0.169, -0.284, -0.081, 0.083, 0.076, 0.064, 0.121, 0.107, 0.107, 0.118, 0.065, 0.075, 0.080, -0.078, -0.283, -0.166, -0.284, -0.083, 0.082, 0.077, 0.065, 0.116, 0.106, 0.107, 0.118, 0.065, 0.075, 0.080], "lumo_energy_ev": 1.9878, "orbital_gap_ev": 7.7991, "e_tot_ha": -2977.7763, "multiplicity": 1, "total_charge": -1}

{"formula": "C10H16O", "method": "wB97M-V/def2-TZVPD", "symbols": ["C", "C", "C", "C", "C", "O", "C", "C", "H", "H", "H", "H", "H", "H", "H", "H", "C", "C", "C", "H", "H", "H", "H", "H", "H", "H", "H"], "positions_angstrom": [[2.840, 0.141, -1.774], [1.543, 0.805, -1.789], [0.997, 1.081, -0.545], [-0.219, 1.799, -0.412], [-0.885, 2.249, -1.606], [-2.133, 2.974, -1.729], [-0.328, 1.843, -2.882], [0.852, 1.127, -2.984], [3.475, 0.242, -0.833], [3.670, 0.625, -2.355], [2.834, -0.993, -1.852], [1.504, 0.726, 0.419], [-0.622, 2.013, 0.615], [-2.471, 3.350, -0.845], [-0.899, 2.217, -3.792], [1.189, 0.792, -3.942], [-1.460, -3.210, 2.496], [-1.289, -1.769, 1.994], [-0.357, -0.712, 2.726], [-1.632, -3.421, 3.471], [-2.246, -3.748, 1.989], [-0.601, -3.890, 2.313], [-2.281, -1.251, 1.783], [-0.833, -1.851, 0.947], [0.149, -0.408, 1.843], [0.058, -0.937, 3.740], [-0.857, 0.203, 3.004]], "nbo_charge": [-0.653, -0.064, -0.198, -0.288, 0.294, -0.700, -0.246, -0.198, 0.221, 0.228, 0.225, 0.221, 0.219, 0.487, 0.229, 0.221, -0.616, -0.397, -0.648, 0.203, 0.211, 0.201, 0.203, 0.195, 0.222, 0.225, 0.202], "lumo_energy_ev": 0.7933, "smiles": "Cc1ccc(O)cc1.CCC", "orbital_gap_ev": 9.2316, "e_tot_ha": -465.7885, "multiplicity": 1, "relative_energy_kcal_mol": 68.6}

{"formula": "C34H38HfN5O4Te", "method": "wB97M-V/def2-TZVPD", "symbols": ["Hf", "C", "C", "C", "C", "C", "C", "C", "C", "N", "C", "O", "C", "C", "C", "C", "C", "N", "C", "O", "N", "C", "C", "C", "C", "C", "C", "C", "C", "H", "H", "H", "H", "H", "H", "H", "H", "H", "H", "H", "H", "H", "H", "H", "H", "H", "H", "H", "H", "H", "C", "O", "C", "O", "N", "N", "H", "H", "H", "H", "H", "H", "C", "C", "C", "C", "C", "C", "Te", "C", "C", "C", "H", "H", "H", "H", "H", "H", "H", "H", "H", "H", "H"], "positions_angstrom": [[0.286, -0.823, -0.169], [1.529, -2.834, -3.029], [0.286, -2.232, -3.621], [0.208, -2.001, -4.989], [-0.958, -1.526, -5.564], [-2.077, -1.321, -4.775], [-2.047, -1.557, -3.405], [-3.302, -1.431, -2.593], [-0.840, -1.978, -2.825], [-0.727, -2.173, -1.424], [-1.172, -3.366, -0.957], [-1.810, -4.201, -1.567], [-0.748, -3.565, 0.483], [-1.235, -4.537, 1.345], [-0.769, -4.542, 2.655], [0.156, -3.590, 3.074], [0.622, -2.673, 2.139], [0.189, -2.704, 0.879], [1.627, -1.563, 2.392], [2.204, -1.471, 3.458], [1.718, -0.736, 1.314], [2.741, 0.245, 1.295], [4.072, -0.126, 1.557], [4.472, -1.559, 1.729], [5.041, 0.866, 1.636], [4.731, 2.191, 1.401], [3.441, 2.533, 1.040], [2.431, 1.582, 0.991], [1.044, 2.053, 0.620], [2.421, -2.457, -3.528], [1.506, -3.916, -3.173], [1.616, -2.638, -1.949], [1.067, -2.235, -5.600], [-1.009, -1.345, -6.627], [-3.009, -1.009, -5.223], [-4.059, -0.868, -3.135], [-3.139, -0.974, -1.614], [-3.687, -2.434, -2.407], [-1.960, -5.249, 0.980], [-1.141, -5.280, 3.351], [0.508, -3.549, 4.093], [3.849, -2.223, 1.124], [4.363, -1.859, 2.772], [5.513, -1.690, 1.441], [6.053, 0.589, 1.888], [5.492, 2.950, 1.478], [3.204, 3.562, 0.813], [1.121, 2.911, -0.049], [0.486, 2.383, 1.498], [0.455, 1.258, 0.123], [2.016, 0.990, -5.131], [2.238, 0.415, -3.841], [1.329, 0.444, -2.905], [1.575, -0.021, -1.784], [0.141, 1.052, -3.138], [-0.838, 0.960, -2.119], [2.985, 0.944, -5.627], [1.691, 2.030, -5.051], [1.294, 0.403, -5.706], [-0.147, 1.281, -4.083], [-1.639, 0.425, -2.479], [-1.161, 1.901, -1.878], [-2.726, 5.031, 4.767], [-2.536, 3.843, 3.878], [-1.483, 2.967, 4.066], [-1.315, 1.839, 3.270], [-0.160, 0.944, 3.607], [-2.212, 1.591, 2.233], [-2.116, -0.246, 1.027], [-3.287, 2.464, 2.026], [-4.314, 2.230, 0.959], [-3.423, 3.577, 2.843], [-1.818, 5.250, 5.323], [-3.526, 4.836, 5.482], [-3.003, 5.907, 4.186], [-0.779, 3.151, 4.865], [-0.387, 0.349, 4.492], [0.726, 1.538, 3.833], [0.078, 0.260, 2.793], [-3.852, 2.213, -0.028], [-5.066, 3.013, 0.984], [-4.802, 1.268, 1.108], [-4.248, 4.258, 2.679]], "lowdin_charge": [1.368, -0.017, -0.218, -0.056, -0.070, -0.035, -0.236, -0.036, -0.229, -0.095, -0.464, 0.122, -0.183, 0.051, 0.013, 0.057, -0.161, -0.028, -0.487, 0.109, -0.084, -0.190, -0.189, -0.030, -0.031, -0.063, -0.046, -0.204, -0.032, 0.090, 0.104, 0.059, 0.123, 0.111, 0.117, 0.088, -0.003, 0.097, 0.134, 0.125, 0.133, 0.083, 0.086, 0.087, 0.117, 0.108, 0.114, 0.103, 0.084, -0.040, -0.006, 0.043, -0.537, -0.039, 0.073, 0.058, 0.113, 0.107, 0.089, 0.153, 0.070, 0.122, -0.042, -0.263, -0.012, -0.330, -0.079, -0.433, 1.014, -0.326, -0.103, -0.011, 0.078, 0.090, 0.082, 0.123, 0.102, 0.097, -0.009, 0.057, 0.078, 0.062, 0.121], "lumo_energy_ev": -3.4652, "orbital_gap_ev": 6.7756, "e_tot_ha": -2209.1667, "multiplicity": 1, "total_charge": 1, "relative_energy_kcal_mol": 16.2}

{"formula": "CH3F2NO2S", "method": "wB97M-V/def2-TZVPD", "symbols": ["C", "N", "O", "O", "F", "F", "S", "H", "H", "H"], "positions_angstrom": [[-1.930, -0.256, -0.238], [1.534, 0.066, 0.563], [3.897, 0.606, -0.217], [-1.026, 0.737, -0.259], [-2.877, -0.085, 0.822], [-1.389, -1.466, -0.177], [2.450, 0.767, -0.455], [-2.549, -0.214, -1.197], [-0.054, 0.447, -0.091], [1.944, -0.603, 1.249]], "nbo_charge": [0.803, -1.001, -0.831, -0.751, -0.378, -0.337, 1.470, 0.097, 0.507, 0.420], "lumo_energy_ev": -1.6389, "orbital_gap_ev": 9.7889, "e_tot_ha": -843.0266, "multiplicity": 1, "relative_energy_kcal_mol": 10.6}

{"formula": "C4H7NO2", "method": "wB97M-V/def2-TZVPD", "symbols": ["H", "N", "C", "C", "O", "C", "C", "O", "H", "H", "H", "H", "H", "H"], "positions_angstrom": [[-0.411, 2.168, -0.031], [-0.136, 1.235, 0.068], [-0.785, 0.163, 0.055], [-2.220, -0.231, -0.170], [-0.022, -0.947, 0.245], [1.324, -0.630, 0.592], [2.062, 0.141, -0.491], [3.062, 0.782, -0.273], [-2.441, -1.125, 0.420], [-2.913, 0.577, 0.066], [-2.353, -0.494, -1.223], [1.374, -0.044, 1.516], [1.796, -1.601, 0.743], [1.663, 0.006, -1.518]], "nbo_charge": [0.384, -0.751, 0.595, -0.693, -0.503, -0.182, 0.439, -0.539, 0.242, 0.231, 0.242, 0.213, 0.212, 0.109], "lumo_energy_ev": 0.8425, "smiles": "[H]/N=C(\\C)OCC=O", "orbital_gap_ev": 10.3494, "e_tot_ha": -361.8175, "multiplicity": 1, "relative_energy_kcal_mol": 39.7}

{"formula": "C3H3N2OS", "method": "wB97M-V/def2-TZVPD", "symbols": ["C", "C", "C", "N", "N", "O", "S", "H", "H", "H"], "positions_angstrom": [[0.353, -1.358, 0.346], [-1.048, -1.429, -0.136], [0.038, 2.778, -0.186], [0.296, 1.694, 0.078], [1.234, -0.591, -0.079], [2.125, -0.113, -0.609], [-2.057, -0.198, -0.327], [0.715, -2.019, 1.162], [-1.402, -2.551, -0.104], [-0.253, 3.787, -0.144]], "nbo_charge": [-0.053, -0.427, 0.187, -0.430, 0.455, 0.027, 0.383, 0.328, 0.277, 0.253], "lumo_energy_ev": -7.1996, "orbital_gap_ev": 6.5345, "e_tot_ha": -698.5716, "multiplicity": 1, "total_charge": 1, "relative_energy_kcal_mol": 134.9}

{"formula": "C12H23N2O2P2PmSe", "method": "wB97M-V/def2-TZVPD", "symbols": ["Pm", "P", "C", "C", "N", "C", "C", "C", "C", "C", "P", "H", "H", "H", "H", "H", "H", "H", "H", "O", "H", "H", "O", "H", "C", "H", "H", "H", "C", "H", "H", "H", "C", "H", "H", "H", "C", "H", "H", "H", "Se", "C", "N"], "positions_angstrom": [[0.479, 1.275, 0.598], [2.363, -0.897, 1.336], [2.436, -1.244, -0.500], [1.122, -1.426, -1.216], [0.016, -0.722, -0.819], [-1.201, -1.122, -1.308], [-1.304, -2.062, -2.333], [-0.165, -2.637, -2.865], [1.045, -2.312, -2.282], [-2.467, -0.559, -0.732], [-2.375, 1.015, 0.244], [1.945, -2.809, -2.637], [-2.268, -2.371, -2.725], [-0.218, -3.335, -3.713], [-3.151, -0.307, -1.554], [-2.998, -1.307, -0.113], [3.043, -0.427, -0.937], [3.015, -2.176, -0.493], [1.168, 3.940, -1.158], [1.246, 2.955, -1.192], [2.095, 2.802, -1.608], [-0.757, 4.572, 1.081], [-0.736, 4.506, 0.105], [-1.017, 5.394, -0.205], [-2.797, 2.085, -1.206], [-3.812, 1.782, -1.492], [-2.748, 3.158, -0.976], [-2.108, 1.855, -2.034], [-4.075, 0.925, 0.981], [-4.301, 1.778, 1.642], [-4.800, 0.928, 0.174], [-4.216, -0.009, 1.543], [2.420, -2.668, 1.871], [3.386, -3.074, 1.552], [2.341, -2.782, 2.956], [1.644, -3.275, 1.391], [4.165, -0.632, 1.610], [4.380, -0.394, 2.656], [4.703, -1.545, 1.340], [4.529, 0.187, 0.981], [-0.121, -0.460, 5.370], [-0.008, 0.380, 3.856], [0.101, 1.013, 2.810]], "mulliken_spin": [4.069, -0.013, 0.008, -0.007, -0.008, 0.001, 0.000, 0.000, 0.000, -0.004, -0.007, 0.000, 0.000, 0.000, 0.000, 0.000, 0.002, 0.000, 0.000, -0.001, 0.000, 0.000, 0.000, 0.000, 0.000, 0.000, 0.001, 0.000, -0.002, 0.000, -0.001, 0.000, -0.002, -0.001, 0.000, 0.000, -0.002, 0.000, 0.000, 0.000, -0.029, 0.004, -0.008], "lumo_energy_ev": [-7.0951, -6.5313], "s_squared": 6.01, "orbital_gap_ev": [6.4373, 7.0407], "e_tot_ha": -4423.0710, "multiplicity": 5, "total_charge": 2}